# 1
A molecular structure, C21H16MnN3S4SbSe, computed with ωB97M-V/def2-TZVPD.

Each line ends with the Löwdin spin population.
CARTESIAN COORDINATES (ANGSTROEM)
Mn -0.867 -1.432 -1.332  3.885
S -0.368 3.031 -1.800  0.009
C 1.259 2.446 -1.975  0.001
C 2.434 3.183 -1.992  0.000
C 3.625 2.504 -2.159  0.000
C 3.630 1.118 -2.320  0.001
C 2.458 0.387 -2.300  0.002
C 1.246 1.049 -2.109  0.003
N -0.023 0.483 -2.053  0.015
C -0.951 1.395 -1.906  0.014
C -2.333 1.034 -1.664  0.006
C -3.370 1.963 -1.785  -0.004
C -4.662 1.580 -1.496  0.017
C -4.905 0.282 -1.057  -0.005
C -3.867 -0.629 -0.927  0.011
C -2.551 -0.298 -1.251  -0.069
H 2.409 4.258 -1.871  0.000
H 4.560 3.049 -2.169  0.000
H 4.566 0.598 -2.471  0.000
H 2.490 -0.684 -2.433  0.003
H -3.151 2.974 -2.111  -0.001
H -5.478 2.281 -1.608  0.001
H -5.916 -0.028 -0.823  -0.001
H -4.093 -1.628 -0.576  0.002
S -1.221 -5.863 1.038  0.645
Sb -1.341 -5.494 -1.215  0.127
S -2.191 -3.202 -1.335  0.075
S 1.108 -4.780 -1.682  0.097
C 0.946 -2.890 1.557  0.013
N 0.557 -1.495 1.609  0.008
C -0.216 -0.890 0.690  0.039
Se 0.936 -2.729 -2.224  0.073
N -0.338 0.390 1.120  0.009
C 0.357 0.612 2.293  0.002
C 0.569 1.746 3.065  0.001
C 1.381 1.604 4.175  0.001
C 1.952 0.370 4.506  0.001
C 1.738 -0.760 3.738  0.001
C 0.936 -0.615 2.613  0.002
H 0.821 -3.253 0.540  0.003
H 0.322 -3.493 2.216  0.012
H 1.992 -2.996 1.841  0.000
H -0.903 1.077 0.650  0.001
H 0.121 2.696 2.803  0.000
H 1.584 2.463 4.801  0.000
H 2.580 0.301 5.384  0.000
H 2.170 -1.715 4.006  0.000

The HOMO energy (alpha / beta) comes out at -0.26314 / -0.26621 Eh. The calculation puts the energy above the lowest of the compared OMol25 structures with the same formula, charge and spin at 32.9 kcal per mole. Its LUMO energy (alpha / beta) is -0.737 / -2.441 eV. The total charge is 0. Its HOMO-LUMO gap (alpha / beta) is 6.42 / 4.80 eV. Its multiplicity is 6.



# 2
A molecular structure, C21H16N5OSW, computed with ωB97M-V/def2-TZVPD.

Each line ends with the Löwdin charge.
CARTESIAN COORDINATES (ANGSTROEM)
W -1.475 -0.438 -0.502  1.498
S 1.488 6.690 0.065  1.063
N 0.597 5.834 1.105  -0.202
C 0.344 4.674 0.531  -0.298
C -0.423 3.590 1.125  -0.081
C -1.017 3.645 2.381  0.030
C -1.714 2.535 2.830  -0.007
C -1.793 1.404 2.029  -0.096
N -1.227 1.331 0.821  -0.047
C -0.549 2.428 0.366  -0.129
C 0.025 2.313 -0.971  -0.130
N -0.219 1.141 -1.621  -0.024
C 0.302 0.968 -2.841  -0.086
C 1.073 1.936 -3.466  -0.007
C 1.308 3.141 -2.819  0.040
C 0.776 3.335 -1.547  -0.077
C 0.936 4.546 -0.759  -0.301
N 1.593 5.623 -1.143  -0.204
H -0.930 4.541 2.981  0.129
H -2.195 2.536 3.797  0.121
H -2.327 0.521 2.349  0.106
H 0.069 0.031 -3.324  0.101
H 1.467 1.747 -4.453  0.120
H 1.891 3.927 -3.280  0.131
C 3.123 -3.251 -0.385  -0.077
C 2.627 -2.331 0.737  -0.188
C 1.340 -1.733 0.408  -0.086
N 0.332 -1.270 0.106  0.043
H 4.082 -3.679 -0.100  0.084
H 3.257 -2.700 -1.314  0.082
H 2.423 -4.066 -0.561  0.086
H 3.336 -1.526 0.935  0.127
H 2.497 -2.887 1.667  0.133
C -2.322 -2.580 -4.855  -0.075
C -3.203 -1.671 -4.289  -0.081
C -2.921 -1.126 -3.042  -0.137
C -1.756 -1.473 -2.333  -0.363
C -0.887 -2.393 -2.935  -0.156
C -1.167 -2.946 -4.178  -0.085
H -2.538 -3.009 -5.825  0.109
H -4.111 -1.392 -4.808  0.108
H -3.639 -0.430 -2.615  0.092
H 0.022 -2.692 -2.423  0.077
H -0.489 -3.665 -4.619  0.105
O -2.657 -0.965 0.606  -0.449

The HOMO energy (alpha / beta) comes out at -0.37887 / -0.37162 Eh. The calculation puts the energy above the lowest of the compared OMol25 structures with the same formula, charge and spin at 0.0 kcal per mole. Its LUMO energy (alpha / beta) is -4.006 / -3.789 eV. The total charge is +1. Its HOMO-LUMO gap (alpha / beta) is 6.30 / 6.32 eV.



# 3
A molecular structure, C21H16N6O8S5Sr, computed with ωB97M-V/def2-TZVPD.

Each line ends with the Löwdin charge.
CARTESIAN COORDINATES (ANGSTROEM)
Sr 0.957 -0.957 0.482  1.192
O -2.798 -1.999 3.017  0.097
C -1.493 -1.701 2.930  -0.475
O -1.093 -0.584 2.725  0.067
C -0.579 -2.872 3.106  -0.202
C -0.956 -4.055 3.710  -0.003
C 0.017 -5.042 3.839  -0.053
C 1.289 -4.808 3.353  0.010
C 1.560 -3.598 2.716  -0.158
N 0.637 -2.653 2.617  0.106
C 2.928 -3.298 2.072  -0.651
O 3.864 -4.007 2.456  -0.008
O 2.907 -2.363 1.233  -0.164
H -3.263 -1.216 2.674  0.081
H -1.970 -4.196 4.056  0.111
H -0.227 -5.987 4.309  0.100
H 2.087 -5.533 3.427  0.113
O 3.535 4.709 -0.837  0.087
C 3.281 4.104 -1.979  -0.530
O 3.483 4.641 -3.052  0.047
C 2.718 2.731 -1.910  -0.064
C 2.414 1.975 -3.031  -0.025
N 1.910 0.815 -2.610  -0.004
N 1.856 0.752 -1.278  0.004
C 2.358 1.895 -0.824  -0.148
C 2.477 2.076 0.675  -0.598
O 2.903 3.186 1.082  0.004
O 2.116 1.116 1.385  -0.133
H 3.300 4.106 -0.032  0.048
H 2.534 2.202 -4.076  0.133
H 1.568 0.026 -3.204  -0.044
C -3.228 -1.436 -2.989  -0.049
N -2.602 -0.219 -2.506  -0.109
C -1.811 0.608 -3.280  -0.077
C -1.369 1.603 -2.493  -0.039
N -1.884 1.358 -1.225  -0.019
C -2.682 0.246 -1.238  -0.771
S -3.659 -0.313 0.013  0.564
C -1.585 2.127 -0.073  -0.299
C -2.155 3.382 0.064  0.002
C -1.843 4.113 1.197  -0.066
C -0.996 3.551 2.137  -0.044
C -0.472 2.291 1.895  -0.118
N -0.740 1.591 0.793  0.143
H -2.557 -1.879 -3.725  0.088
H -4.203 -1.209 -3.426  0.086
H -3.334 -2.119 -2.152  0.047
H -1.581 0.354 -4.298  0.077
H -0.679 2.407 -2.678  0.122
H -2.833 3.750 -0.693  0.116
H -2.261 5.101 1.343  0.101
H -0.716 4.083 3.035  0.103
H 0.227 1.833 2.581  0.108
S 0.804 -1.276 -4.669  -0.188
S 1.040 -3.181 -3.893  -0.246
S 1.320 -3.160 -1.861  -0.248
S -0.522 -3.073 -0.890  -0.226

The HOMO energy comes out at -0.05656 Eh. The calculation puts the energy above the lowest of the compared OMol25 structures with the same formula, charge and spin at 7.1 kcal per mole. Its LUMO energy is 4.034 eV. The total charge is -2. Its HOMO-LUMO gap is 5.57 eV.



# 4
A molecular structure, C21H17Br5CeN5O3S, computed with ωB97M-V/def2-TZVPD.

Each line ends with the Löwdin spin population.
CARTESIAN COORDINATES (ANGSTROEM)
Ce -0.289 -0.409 -0.638  1.008
C 2.682 -2.879 3.538  0.000
C 1.734 -3.441 2.488  0.000
N 0.549 -2.622 2.375  0.000
C -0.127 -2.409 1.239  -0.001
S 0.262 -3.240 -0.198  -0.002
N -1.109 -1.502 1.142  -0.004
N -0.988 -0.477 2.065  -0.001
C -1.809 0.511 2.018  0.003
C -1.592 1.643 2.975  0.000
C -2.943 0.635 1.065  0.000
C -4.215 0.999 1.510  0.000
C -5.235 1.158 0.591  0.000
C -4.955 0.982 -0.757  0.000
C -3.671 0.615 -1.120  0.000
N -2.686 0.417 -0.242  0.000
H 3.578 -3.491 3.586  0.000
H 2.205 -2.884 4.516  0.000
H 2.975 -1.860 3.295  0.000
H 1.451 -4.470 2.746  0.000
H 2.215 -3.474 1.504  0.000
H 0.267 -2.076 3.180  0.000
H -1.580 2.589 2.432  0.000
H -0.635 1.518 3.471  0.000
H -2.382 1.690 3.722  0.000
H -4.400 1.131 2.566  0.000
H -6.232 1.422 0.915  0.000
H -5.718 1.119 -1.509  0.000
H -3.406 0.474 -2.166  0.000
O 6.350 -1.222 -1.124  0.000
C 5.021 -1.129 -1.061  0.000
C 4.170 -1.641 -2.046  0.000
C 2.806 -1.498 -1.897  0.001
N 2.248 -0.876 -0.854  -0.001
C 3.068 -0.396 0.073  0.000
Br 2.149 0.458 1.524  0.001
C 4.442 -0.494 0.047  0.000
H 6.639 -1.677 -1.929  0.000
H 4.567 -2.141 -2.918  0.000
H 2.115 -1.894 -2.634  0.000
H 5.051 -0.099 0.842  0.000
Br -1.935 3.768 -5.731  0.000
C -1.434 3.054 -4.053  0.000
C -1.644 3.779 -2.891  0.001
Br -2.555 5.438 -2.951  0.000
C -1.173 3.273 -1.683  0.001
Br -1.480 4.180 -0.049  0.000
C -0.515 2.051 -1.580  0.000
O 0.004 1.631 -0.449  -0.005
C -0.436 1.232 -2.764  0.000
O -0.005 0.002 -2.687  -0.007
C -0.837 1.799 -3.973  0.002
Br -0.565 0.731 -5.517  0.000

The HOMO energy (alpha / beta) comes out at -0.25093 / -0.27376 Eh. The calculation puts the energy above the lowest of the compared OMol25 structures with the same formula, charge and spin at 19.4 kcal per mole. Its LUMO energy (alpha / beta) is -0.028 / -0.031 eV. The total charge is 0. Its HOMO-LUMO gap (alpha / beta) is 6.80 / 7.42 eV. Its multiplicity is 2.



# 5
C21H17BrN2O3 in the gas phase, computed with ωB97M-V/def2-TZVPD.

Each line ends with the Löwdin charge.
CARTESIAN COORDINATES (ANGSTROEM)
O -1.520 0.756 3.459  0.057
O -4.081 -1.133 -0.154  0.062
Br 4.446 -1.532 2.899  0.763
O 1.703 -0.657 2.568  -0.015
C -0.665 0.336 2.679  -0.333
C -3.073 -0.447 -0.171  -0.413
C 2.787 -0.739 3.402  -0.700
C 2.498 -0.126 4.599  -0.095
C 1.198 0.385 4.499  0.005
C 0.681 0.003 3.272  -0.114
C 1.149 -3.909 -0.862  -0.094
C 0.027 -3.733 -0.087  -0.094
C 1.925 -2.810 -1.319  -0.050
C -1.845 1.286 -2.916  0.001
C -1.052 2.365 -3.296  -0.041
C -0.398 -2.454 0.217  -0.032
C 1.488 -1.528 -0.929  -0.028
C 0.390 1.953 -1.408  0.021
C -1.575 0.596 -1.734  -0.208
C 0.070 2.672 -2.558  -0.272
C 0.314 -1.303 -0.176  -0.151
C -0.451 0.922 -0.968  -0.108
N -2.490 -0.388 -1.434  0.135
N -1.055 0.217 1.325  0.027
C 1.019 3.773 -3.035  -0.054
C -2.552 0.305 1.059  0.002
C -0.061 0.127 0.230  -0.194
H 3.250 -0.059 5.376  0.112
H 0.689 0.904 5.278  0.119
H 1.409 -4.951 -1.073  0.102
H -0.518 -4.596 0.304  0.111
H 2.809 -2.906 -1.910  0.089
H -2.712 1.054 -3.516  0.113
H -1.313 2.949 -4.172  0.114
H -1.308 -2.354 0.807  0.112
H 2.020 -0.637 -1.241  0.110
H 1.230 2.333 -0.864  0.120
H -3.089 -0.738 -2.191  0.167
H 0.912 3.971 -4.108  0.072
H 2.082 3.546 -2.867  0.078
H 0.767 4.721 -2.523  0.085
H -3.092 -0.147 1.899  0.130
H -2.855 1.370 1.012  0.147
H 0.846 0.604 0.627  0.145

The HOMO energy comes out at -0.31431 Eh. As for the structure (SMILES): Cc1ccc2c(c1)[C@H](c1ccccc1)N(C(=O)c1ccc(Br)o1)CC(=O)N2. The calculation puts the energy above the lowest of the compared OMol25 structures with the same formula, charge and spin at 31.1 kcal per mole. Its LUMO energy is 0.367 eV. The total charge is 0. Its HOMO-LUMO gap is 8.92 eV.



Number 1: calculated total energy -173053.9036 eV. Number 2: calculated total energy -44190.7992 eV. Number 3: calculated total energy -102379.8806 eV. Number 4: calculated total energy -409624.4460 eV. Number 5: calculated total energy -101217.4492 eV.